# 1
Molecular formula: C78H167N9O10
Method: DFT, ωB97M-V with the def2-TZVPD basis set

```
264
Properties=species:S:1:pos:R:3:mulliken_charge:R:1
C 0.69918 -1.19628 6.57397 -1.944
C 1.89997 -2.05178 6.91112 1.412
C 1.55112 -3.60896 6.73736 -1.766
C 3.04202 -1.70710 5.97306 -1.054
C 4.44452 -2.06183 6.46259 -0.754
C 4.65677 -1.53715 7.90338 -1.418
C 3.55763 -1.89486 8.91435 1.621
C 3.76276 -3.34946 9.42843 -1.656
C 3.81460 -0.84259 10.05651 -1.961
N 2.22003 -1.73167 8.33641 0.436
O 1.20205 -1.84995 9.25448 -0.514
H -0.17994 -1.36944 7.19466 0.406
H 0.81790 -0.11286 6.55955 0.422
H 0.29391 -1.38101 5.57912 0.405
H 1.23446 -3.77437 5.70757 0.460
H 2.44673 -4.21810 6.85955 0.406
H 0.77239 -3.93838 7.42523 0.349
H 2.90766 -2.21061 5.01570 0.427
H 2.92903 -0.63296 5.82621 0.387
H 4.69469 -3.12195 6.42174 0.354
H 5.28982 -1.67292 5.89486 0.404
H 4.75649 -0.45780 7.78872 0.387
H 5.62211 -1.88814 8.26811 0.440
H 4.60748 -3.83068 8.93550 0.301
H 2.92046 -3.98604 9.15752 0.295
H 3.92822 -3.31539 10.50525 0.444
H 3.67672 0.20054 9.77195 0.396
H 4.70092 -1.10401 10.63461 0.436
H 3.09508 -0.97899 10.86385 0.538
H 1.06067 -1.02210 9.71954 0.342
C -7.42889 -3.27166 4.56381 -1.566
C -8.66162 -4.19195 4.94837 1.354
C -9.80912 -3.88933 3.96201 -1.819
C -8.30838 -5.72120 4.91195 -1.079
C -7.39377 -6.20141 6.06081 -0.769
C -7.94409 -5.88793 7.41480 -0.981
C -8.27673 -4.38564 7.57853 1.359
C -9.24398 -4.36689 8.79933 -1.831
C -6.99025 -3.48933 7.81569 -1.542
N -9.00058 -3.85431 6.33080 0.111
O -9.62918 -2.67831 6.55665 -0.425
H -7.40290 -3.05706 3.49546 0.448
H -7.49157 -2.28577 5.02444 0.309
H -6.42463 -3.60514 4.82524 0.322
H -10.70557 -4.49045 4.11412 0.381
H -10.04515 -2.82591 4.00102 0.406
H -9.59672 -3.98661 2.89734 0.396
H -9.19786 -6.33370 5.05944 0.386
H -7.77456 -6.03784 4.01592 0.394
H -7.22992 -7.27113 5.93063 0.388
H -6.40345 -5.76398 5.93424 0.330
H -7.21785 -6.12249 8.19305 0.410
H -8.79270 -6.56626 7.50321 0.356
H -9.78132 -3.42432 8.90387 0.393
H -8.76896 -4.48635 9.77308 0.381
H -10.02483 -5.12028 8.69551 0.412
H -7.21950 -2.51012 8.23603 0.380
H -6.39200 -3.44547 6.90559 0.291
H -6.40806 -3.94382 8.61730 0.423
H -8.92015 -2.07587 6.32016 0.380
C -9.91783 -9.24229 -2.32952 -1.970
C -8.42116 -9.35115 -2.73557 1.469
C -8.36907 -10.01599 -4.14228 -1.795
C -7.88099 -7.94412 -2.88174 -1.032
C -6.34054 -7.85027 -2.95507 -0.678
C -5.67891 -8.53880 -1.80020 -1.049
C -6.24127 -10.02962 -1.53224 1.503
C -5.54593 -11.00381 -2.45269 -1.601
C -5.86417 -10.40209 -0.06168 -1.929
N -7.69838 -9.99377 -1.66497 0.319
O -8.29839 -11.25021 -1.39238 -0.509
H -10.39131 -10.20672 -2.14565 0.444
H -9.95652 -8.58734 -1.45910 0.415
H -10.55690 -8.81861 -3.10423 0.393
H -9.04614 -9.56166 -4.86564 0.437
H -7.34800 -10.13053 -4.50615 0.302
H -8.68083 -11.05219 -4.01118 0.401
H -8.22252 -7.47051 -3.80214 0.387
H -8.16757 -7.37872 -1.99501 0.378
H -5.96453 -8.23021 -3.90499 0.332
H -6.01659 -6.80954 -2.96031 0.405
H -5.77796 -7.95092 -0.88768 0.389
H -4.63329 -8.50764 -2.10650 0.349
H -6.00323 -11.18399 -3.42557 0.316
H -5.44317 -11.97484 -1.96829 0.371
H -4.57122 -10.72806 -2.85520 0.339
H -6.16680 -11.38504 0.29931 0.415
H -6.34161 -9.77551 0.69168 0.441
H -4.78076 -10.40636 0.05788 0.400
H -8.79940 -11.03981 -0.60099 0.357
C 13.31258 -3.17323 -1.98806 -1.884
C 11.95233 -2.98806 -2.73701 1.335
C 11.72194 -4.19790 -3.63546 -1.701
C 10.89714 -2.95509 -1.61040 -1.127
C 9.52416 -2.54635 -2.10813 -0.762
C 9.66793 -1.13808 -2.69627 -1.139
C 10.75213 -0.98798 -3.80893 1.485
C 10.22869 -1.36586 -5.23376 -1.603
C 11.08403 0.54885 -3.84833 -1.731
N 11.95675 -1.67409 -3.36337 0.364
O 12.98332 -1.51871 -4.25713 -0.505
H 14.08386 -2.98573 -2.73510 0.452
H 13.54629 -2.37207 -1.28691 0.410
H 13.43885 -4.17248 -1.57137 0.391
H 12.40245 -4.10075 -4.48137 0.363
H 12.01336 -5.06929 -3.04907 0.467
H 10.74425 -4.21663 -4.11699 0.312
H 10.72388 -3.97640 -1.27127 0.403
H 11.24525 -2.37845 -0.75343 0.374
H 9.11890 -3.28415 -2.80058 0.346
H 8.79546 -2.58192 -1.29829 0.398
H 9.80427 -0.42876 -1.87996 0.464
H 8.72522 -1.10475 -3.24242 0.340
H 10.08288 -2.44391 -5.30210 0.327
H 10.90535 -1.00050 -6.00624 0.359
H 9.23989 -0.95001 -5.42721 0.444
H 11.08581 0.95789 -4.85867 0.327
H 12.01076 0.92031 -3.41098 0.365
H 10.35731 1.14052 -3.29163 0.385
H 13.61572 -0.88461 -3.91133 0.342
C 6.82634 7.35896 2.47851 -1.892
C 5.80354 7.45212 3.63437 1.527
C 4.97629 8.74889 3.59727 -1.544
C 4.86985 6.14600 3.43908 -1.175
C 4.00170 5.82881 4.63868 -0.820
C 4.77630 5.75261 5.88916 -1.232
C 5.67299 7.01850 6.12673 1.690
C 4.75741 8.21311 6.56906 -1.883
C 6.58808 6.61672 7.30252 -1.906
N 6.48508 7.34343 4.94022 0.159
O 7.31176 8.44084 5.21839 -0.462
H 6.32334 7.38281 1.51181 0.416
H 7.55512 8.16773 2.53210 0.411
H 7.43210 6.45283 2.46902 0.431
H 3.96613 8.45028 3.87748 0.369
H 5.13175 9.57074 4.29621 0.264
H 4.90047 9.11645 2.57392 0.349
H 4.12055 6.32932 2.66899 0.377
H 5.41019 5.27152 3.07656 0.426
H 3.09884 6.43945 4.64702 0.366
H 3.49453 4.88644 4.43177 0.397
H 5.41946 4.87349 5.92911 0.476
H 4.02736 5.63379 6.67215 0.432
H 5.33949 9.11691 6.74914 0.391
H 4.40571 8.03362 7.58503 0.518
H 3.81653 8.29482 6.02486 0.321
H 7.43633 6.12798 6.82324 0.503
H 6.15707 5.78481 7.85954 0.401
H 6.97370 7.44646 7.89491 0.337
H 8.18921 8.05941 5.29712 0.352
C -3.50780 5.67473 0.32809 -1.565
C -4.60230 4.60928 0.61450 1.418
C -4.32369 4.07511 2.06928 -1.828
C -6.02284 5.21357 0.77510 -1.076
C -6.72292 5.43988 -0.56222 -0.797
C -6.67531 4.21557 -1.48719 -1.232
C -5.26954 3.65300 -1.75310 1.808
C -5.35896 2.28092 -2.43091 -1.942
C -4.50457 4.56117 -2.80542 -1.733
N -4.60597 3.52651 -0.41119 0.072
O -3.31060 2.94529 -0.50650 -0.381
H -3.52090 5.96914 -0.72131 0.335
H -3.66556 6.55835 0.94650 0.388
H -2.50806 5.28295 0.51552 0.327
H -3.40328 3.49652 2.14787 0.406
H -4.20755 4.87678 2.79861 0.401
H -5.06970 3.49176 2.60898 0.388
H -6.79476 4.60572 1.24708 0.395
H -6.08416 6.18038 1.27472 0.411
H -7.72499 5.82719 -0.37800 0.441
H -6.22102 6.27157 -1.05668 0.272
H -7.12379 4.59853 -2.40387 0.361
H -7.36893 3.41274 -1.23728 0.400
H -6.11642 1.74347 -1.86038 0.439
H -4.39568 1.77260 -2.38844 0.390
H -5.68828 2.33778 -3.46841 0.421
H -3.44856 4.49889 -2.54264 0.458
H -4.70926 5.63107 -2.76634 0.303
H -4.36366 4.13316 -3.79792 0.401
H -3.34895 2.21421 0.11450 0.316
C 3.46541 -7.91420 -7.67097 -1.856
C 2.05372 -8.23512 -8.22267 1.521
C 0.93386 -7.62331 -7.35466 -1.745
C 1.98755 -7.51190 -9.58362 -1.015
C 0.95728 -8.04910 -10.61244 -0.827
C 1.16409 -9.56968 -10.81517 -1.135
C 1.07357 -10.34931 -9.52042 1.283
C -0.40603 -10.51436 -9.05610 -1.499
C 1.61760 -11.74188 -9.90793 -1.839
N 1.92933 -9.69926 -8.45094 0.210
O 2.07169 -10.48640 -7.39483 -0.453
H 3.58726 -8.43212 -6.71965 0.382
H 4.11416 -8.40102 -8.39915 0.470
H 3.70756 -6.86706 -7.48940 0.356
H 0.82620 -8.08650 -6.37386 0.365
H 1.27822 -6.61323 -7.13274 0.471
H -0.01764 -7.65112 -7.88570 0.354
H 1.63326 -6.49106 -9.44051 0.352
H 2.91973 -7.48717 -10.14798 0.391
H -0.06115 -7.87841 -10.26350 0.329
H 1.05946 -7.62167 -11.60992 0.416
H 2.19900 -9.54248 -11.15627 0.355
H 0.52794 -9.89277 -11.63920 0.480
H -0.71222 -9.52068 -8.72908 0.300
H -0.52602 -11.21805 -8.23237 0.427
H -1.07597 -10.75733 -9.88087 0.367
H 1.57390 -12.44757 -9.07836 0.379
H 2.67042 -11.72373 -10.18957 0.430
H 0.98123 -12.12371 -10.70627 0.379
H 1.22081 -10.48772 -6.95030 0.353
C -0.33749 16.74892 -2.04727 -1.952
C -0.79213 15.24960 -2.25881 1.473
C -0.26233 14.61477 -3.59965 -1.716
C -0.17200 14.56176 -1.02341 -1.106
C -0.91808 13.20366 -0.76120 -0.788
C -2.41284 13.46074 -0.66052 -1.178
C -3.05186 14.13088 -1.89985 1.559
C -3.29654 13.08536 -3.04468 -1.791
C -4.44777 14.64392 -1.46531 -1.850
N -2.25777 15.28945 -2.14694 0.298
O -2.79761 15.96863 -3.25361 -0.495
H -0.60065 17.41628 -2.86792 0.398
H 0.71535 16.84724 -1.78277 0.431
H -0.84589 17.17292 -1.18132 0.486
H -0.28929 13.52512 -3.59400 0.313
H 0.79840 14.86471 -3.62164 0.487
H -0.83996 14.97776 -4.44975 0.347
H 0.82571 14.16175 -1.20418 0.364
H 0.03766 15.21462 -0.17611 0.428
H -0.54800 12.82970 0.19342 0.388
H -0.60864 12.48377 -1.51889 0.309
H -2.64299 13.98654 0.26613 0.429
H -2.81451 12.47134 -0.44177 0.437
H -2.41013 12.46491 -3.17661 0.378
H -4.13675 12.43805 -2.79341 0.462
H -3.48930 13.61042 -3.98023 0.394
H -4.96447 14.05314 -0.70895 0.391
H -4.46788 15.70838 -1.23161 0.342
H -5.10322 14.54333 -2.33039 0.428
H -3.13602 16.80523 -2.92623 0.335
C 1.36068 5.05076 -2.87934 -0.629
O 1.39203 4.01074 -3.87849 -0.360
C 2.69796 3.40121 -4.12709 -0.622
C 3.08799 2.42550 -3.02632 -0.470
N 2.30824 1.18136 -3.00052 -0.422
C 2.51741 0.36842 -1.75156 -0.585
C 1.69761 -0.85301 -1.57808 -0.721
O 0.37973 -0.65730 -1.05913 -0.255
C -0.45998 -1.76155 -1.32752 -0.775
H 0.43553 5.60658 -3.03187 0.219
H 2.20237 5.74296 -2.90224 0.308
H 1.36382 4.48576 -1.94721 0.236
H 3.48157 4.14199 -4.28618 0.383
H 2.66867 2.82405 -5.05127 0.316
H 2.80784 2.89278 -2.08226 0.238
H 4.16099 2.34060 -2.85438 0.434
H 1.33643 1.44840 -3.06666 0.305
H 2.17072 1.01284 -0.94371 0.355
H 3.57727 0.17647 -1.58438 0.397
H 2.17244 -1.48835 -0.83042 0.408
H 1.74892 -1.38480 -2.52816 0.356
H -0.02591 -2.65269 -0.87414 0.324
H -0.54403 -2.07751 -2.36733 0.322
H -1.46062 -1.60063 -0.92636 0.239
```

Computed properties:
SMILES: CC1(C)CCCC(C)(C)N1O.CC1(C)CCCC(C)(C)N1O.CC1(C)CCCC(C)(C)N1O.CC1(C)CCCC(C)(C)N1O.CC1(C)CCCC(C)(C)N1O.CC1(C)CCCC(C)(C)N1O.CC1(C)CCCC(C)(C)N1O.CC1(C)CCCC(C)(C)N1O.COCCNCCOC
Frontier orbital gap in eV: 8.01
Multiplicity: 1
Relative energy (zero: lowest compared OMol25 entry of this formula, charge and spin) in kcal per mole: 144.11

=====

# 2
Molecular formula: C17H15CoN4OS2
Method: DFT, ωB97M-V with the def2-TZVPD basis set

```
40
Properties=species:S:1:pos:R:3:mulliken_charge:R:1
Co 0.73655 -0.45893 -0.44374 -0.083
O -0.94272 -1.24596 -0.94722 -0.530
C -2.14070 -0.85920 -0.94329 0.972
C -3.17388 -1.81479 -1.24122 -0.501
C -4.47854 -1.45473 -1.17748 -0.571
C -4.82686 -0.12530 -0.82580 -0.621
C -3.85000 0.83610 -0.56664 -0.858
C -2.50817 0.52537 -0.63312 0.227
C -1.48514 1.54727 -0.46046 0.874
N -0.16806 1.36793 -0.36815 0.056
C 0.41091 2.60410 -0.25678 -0.341
C -0.56503 3.55577 -0.27458 -0.709
N -1.74011 2.87558 -0.40206 -0.058
H -2.86603 -2.82114 -1.49444 0.534
H -5.25576 -2.17777 -1.38862 0.443
H -5.87133 0.15353 -0.76399 0.448
H -4.17189 1.83680 -0.30763 0.428
H 1.47656 2.73482 -0.16299 0.495
H -0.51677 4.62973 -0.20997 0.434
H -2.64669 3.30876 -0.47581 0.181
C 3.23582 0.31489 -2.91163 -1.194
C 3.59304 0.09921 -1.47748 0.691
N 2.74437 -0.28598 -0.54807 -0.012
C 3.34217 -0.42365 0.70180 -0.188
C 4.65738 -0.12946 0.70293 -0.271
S 5.15898 0.33311 -0.86463 -0.082
C 2.48343 -0.90673 1.79484 0.303
C 2.81459 -1.25660 3.05652 -0.300
S 1.43095 -1.81436 3.88328 -0.077
C 0.46984 -1.59569 2.49734 0.615
N 1.14446 -1.10087 1.48833 -0.056
C -0.98535 -1.93252 2.46111 -1.018
H 2.21951 -0.02623 -3.10279 0.236
H 3.90895 -0.23686 -3.56718 0.401
H 3.30939 1.36955 -3.17884 0.328
H 5.34836 -0.15883 1.53172 0.432
H 3.78214 -1.21651 3.53413 0.444
H -1.30110 -2.41973 3.38048 0.454
H -1.19031 -2.60398 1.62660 0.243
H -1.58296 -1.02671 2.33554 0.231
```

Computed properties:
Charge: +2
Frontier orbital gap (spin up / spin down) in eV: 8.74 / 5.59
Multiplicity: 5
⟨S²⟩: 6.0430